1.
ORCA calculation (ωB97M-V with the def2-TZVPD basis set) on a molecular structure, C12H23AlN2O2P2 in a non-equilibrium geometry.

Each line ends with the Mulliken charge.
Positions of all 42 atoms, in Å:
P -2.19887 0.02699 0.48943  1.042
P 2.36617 -0.60417 0.53245  0.915
Al 0.03921 -0.57551 0.44478  0.155
O -2.55661 -4.32502 -3.81320  -0.597
O -0.01724 -0.90418 2.33730  -0.482
N 0.21799 0.83148 -0.96136  0.115
N 0.29419 1.15433 4.55128  -0.480
C 1.59105 2.22019 -2.32301  -0.706
C 1.44613 1.29772 -1.29921  0.463
C -2.25235 0.88687 -1.11352  -1.439
C 0.14188 -0.00419 4.51200  0.272
C 0.48034 2.60572 -3.06347  -0.471
C 2.64975 0.89745 -0.47086  -1.138
C -0.88152 1.30026 -1.59323  0.681
C -0.77180 2.14722 -2.68226  -0.771
C 3.30827 -1.90052 -0.29625  -1.261
C -2.58236 1.30910 1.70488  -1.156
C 3.19667 -0.23043 2.10130  -1.235
C -3.54413 -1.16744 0.57821  -1.266
H 2.89206 1.72116 0.22825  0.429
H 2.69789 -2.32401 -1.10384  0.385
H -2.20620 -4.79828 -3.07441  0.309
H 0.59913 3.26197 -3.91624  0.467
H -3.38609 0.93398 2.35407  0.397
H -4.44081 -0.75584 0.08987  0.435
H -3.23593 -2.10308 0.08584  0.395
H -2.03317 -3.50540 -3.87243  0.292
H 3.54329 -2.69069 0.42877  0.405
H -0.00372 -1.09508 4.64000  0.244
H 4.25669 0.01332 1.93312  0.413
H 3.12277 -1.11060 2.75361  0.383
H -3.74948 -1.36521 1.64140  0.433
H -1.67377 2.46425 -3.18251  0.511
H 2.69527 0.60692 2.60584  0.395
H -2.87060 1.78402 -0.96713  0.587
H -1.69570 1.52531 2.31629  0.292
H -2.91388 2.21026 1.17119  0.399
H 2.58786 2.61610 -2.52194  0.479
H -2.74310 0.25784 -1.80768  0.512
H -0.12821 -1.87012 2.39534  0.219
H 3.52840 0.73399 -1.11932  0.562
H 4.23056 -1.47666 -0.71334  0.414

Highest occupied orbital energy = -0.58699 Ha
Charge = +2
Gap between HOMO and LUMO = 7.82 eV
Relative energy (zero: lowest compared OMol25 entry of this formula, charge and spin) = 33.8 kJ/mol
Largest force on an atom = 3.41 eV/Å

---

2.
ORCA calculation (ωB97M-V with the def2-TZVPD basis set) on 2 unconnected molecules or ions with the total composition C12H23ClFN2O5PSi in a non-equilibrium geometry.

Each line ends with the Mulliken charge.
Positions of all 46 atoms, in Å:
Cl -1.93765 1.89886 2.74474  -0.209
P -0.89945 1.65541 -1.80672  0.821
Si 0.91722 0.79158 0.61986  0.031
F 0.01274 -0.55620 0.52861  -0.182
O -1.40400 2.81495 -2.53517  -0.691
O -2.13446 0.77282 -1.21293  -0.477
O -0.58471 -0.20683 3.47190  -0.373
O 0.98601 -4.07582 0.86411  -0.526
O -0.08924 0.69959 -2.87340  -0.469
N 0.90873 -3.72077 -1.34990  0.093
N -2.29840 7.46064 2.57536  -0.339
C -1.17606 -3.53803 0.21719  -1.057
C 2.71427 0.39421 0.25555  -0.963
C 0.30341 -3.79946 -0.05087  0.678
C -2.87714 6.49849 2.74296  0.259
C 0.78773 1.38757 2.44486  -0.720
C 2.87849 -0.41668 -1.08017  -0.651
C 1.30299 -2.35305 -1.70412  -0.753
C -0.50949 0.82308 2.98615  0.386
C 0.12510 -4.39216 -2.40075  -0.982
C 0.19310 2.18034 -0.45779  -0.539
C -3.62379 5.25542 2.95845  -0.271
C 2.53821 -1.91813 -0.88931  -0.941
H -0.74158 0.03716 -3.14832  0.286
H -4.55367 5.27898 2.39351  0.267
H 0.48339 -1.61652 -1.67461  0.279
H 0.78393 2.48030 2.40803  0.462
H 1.64138 -2.38548 -2.74842  0.600
H -1.44573 -2.47699 0.18185  0.101
H 3.37543 -2.49213 -1.30198  0.369
H -1.86652 -4.07616 -0.44082  0.412
H -1.37598 -3.87723 1.23573  0.324
H 3.28391 1.33299 0.25792  0.437
H -0.82824 -4.79837 -2.05474  0.334
H 2.46896 -2.17515 0.17051  0.465
H -2.68385 0.58551 -1.99145  0.325
H 1.03922 2.69642 -0.92359  0.414
H 3.91436 -0.31248 -1.41756  0.404
H -3.02873 4.40593 2.62881  -0.151
H -0.02380 -3.75289 -3.28031  0.345
H -3.85315 5.13998 4.01604  0.270
H -0.40467 2.82228 0.19538  0.361
H 2.23756 0.07062 -1.82973  0.361
H 1.63392 0.95663 2.98239  0.399
H 3.08417 -0.26061 1.05726  0.501
H 0.72609 -5.23864 -2.76452  0.311

Highest occupied orbital energy = -0.33651 Ha
Gap between HOMO and LUMO = 9.15 eV
SMILES = CC(=O)N(C)CCCC[Si@@](F)(CC(=O)Cl)CP(=O)(O)O.CC#N
Largest force on an atom = 4.13 eV/Å